Entry 1
Computed, not measured: an isolated molecule of C20H24ClN3O3S, with the ωB97M-V functional and the def2-TZVPD basis.

```
52
C20H24ClN3O3S (the ωB97M-V functional and the def2-TZVPD basis)
C 0.24 -2.51 1.64
N 0.58 -1.74 2.81
C -0.45 -1.65 3.82
S 1.36 -0.29 2.50
O 2.37 -0.57 1.53
O 1.73 0.26 3.77
C 0.11 0.74 1.75
C -0.68 1.61 2.49
C -1.64 2.35 1.85
C -1.87 2.27 0.45
N -2.88 2.98 -0.10
C -3.14 3.09 -1.52
C -4.24 4.14 -1.62
C -5.00 3.97 -0.31
C -3.87 3.69 0.68
C -1.04 1.38 -0.28
C -0.96 1.19 -1.76
O -0.64 2.05 -2.56
N -1.19 -0.11 -2.12
C -0.54 -0.70 -3.28
C 0.64 -1.48 -2.78
C 1.77 -0.81 -2.33
C 2.80 -1.49 -1.71
C 2.71 -2.86 -1.54
Cl 3.97 -3.72 -0.74
C 1.60 -3.56 -2.01
C 0.57 -2.86 -2.62
C -0.08 0.64 0.39
H 0.09 -3.55 1.92
H -0.68 -2.14 1.16
H 1.07 -2.43 0.95
H -1.39 -1.23 3.42
H -0.08 -1.01 4.61
H -0.65 -2.64 4.22
H -0.50 1.71 3.54
H -2.23 3.04 2.43
H -3.49 2.12 -1.92
H -2.25 3.38 -2.07
H -3.80 5.14 -1.67
H -4.87 4.00 -2.50
H -5.66 3.11 -0.37
H -5.58 4.85 -0.04
H -3.45 4.63 1.07
H -4.21 3.09 1.52
H -1.39 -0.76 -1.37
H -0.24 0.13 -3.93
H -1.25 -1.34 -3.81
H 1.83 0.26 -2.45
H 3.66 -0.96 -1.33
H 1.54 -4.62 -1.88
H -0.30 -3.40 -2.97
H 0.59 -0.01 -0.16
```

## Properties
Charge = 0
Molecular weight = 421.9 g/mol
E_LUMO = 0.0198 hartree

---

Entry 2
Computed, not measured: an isolated molecule of C20H24ClN3O3S, with the ωB97M-V functional and the def2-TZVPD basis.

```
52
C20H24ClN3O3S (the ωB97M-V functional and the def2-TZVPD basis)
C -2.73 5.67 1.99
O -2.21 4.41 1.67
C -3.18 3.57 1.08
C -2.54 2.28 0.68
C -2.98 1.05 1.06
S -2.04 -0.21 0.40
C -1.02 0.91 -0.41
C 0.20 0.47 -1.14
O 1.28 0.91 -0.81
N 0.08 -0.56 -2.07
C 1.35 -1.22 -2.38
C 2.10 -0.50 -3.49
C 1.20 -0.34 -4.72
C -0.15 0.26 -4.35
N -0.97 0.34 -5.55
C -1.77 1.39 -5.84
O -1.89 2.35 -5.09
C -2.52 1.31 -7.14
C -2.08 0.56 -8.22
C -2.83 0.54 -9.38
C -4.01 1.26 -9.45
Cl -4.94 1.22 -10.92
C -4.48 2.02 -8.38
N -5.68 2.70 -8.43
C -3.70 2.03 -7.22
C -0.83 -0.54 -3.22
C -2.26 -0.08 -2.97
C -1.39 2.19 -0.15
H -1.93 6.25 2.44
H -3.10 6.19 1.10
H -3.55 5.59 2.71
H -4.01 3.39 1.77
H -3.60 4.07 0.19
H -3.81 0.83 1.71
H 1.94 -1.28 -1.48
H 1.10 -2.24 -2.70
H 2.40 0.48 -3.12
H 3.01 -1.05 -3.75
H 1.68 0.27 -5.48
H 1.03 -1.33 -5.17
H -0.03 1.29 -4.00
H -0.99 -0.46 -6.16
H -1.14 0.03 -8.20
H -2.50 -0.01 -10.25
H -5.79 3.45 -7.78
H -6.04 2.89 -9.35
H -4.01 2.62 -6.37
H -0.88 -1.59 -3.55
H -2.83 -0.20 -3.89
H -2.73 -0.68 -2.20
H -2.31 0.97 -2.68
H -0.85 3.05 -0.54
```

## Properties
Charge = 0
Molecular weight = 421.9 g/mol
E_LUMO = 0.0223 hartree

---

entry 2 is favored, and the nearest alternative lies 0.0243 hartree above it.

---

Entry 1
Computed, not measured: a structure of composition C40H103N7O13, with the ωB97M-V functional and the def2-TZVPD basis.

```
163
C40H103N7O13 (the ωB97M-V functional and the def2-TZVPD basis)
C 1.19 2.01 0.46
C 0.47 0.78 -0.07
O -0.01 0.99 -1.37
H 0.98 2.95 -0.04
H 2.27 1.86 0.40
H 0.96 2.13 1.53
H -0.32 0.53 0.64
H 1.17 -0.07 -0.03
H -0.65 0.30 -1.61
C 0.17 -3.90 -1.30
O -0.56 -2.73 -1.64
C -1.93 -2.87 -1.87
C -2.47 -1.67 -2.64
N -2.49 -0.48 -1.81
C -2.85 0.72 -2.57
C -3.16 1.84 -1.58
O -4.05 1.28 -0.64
C -4.20 2.07 0.51
H 0.16 -4.58 -2.15
H -0.19 -4.40 -0.40
H 1.19 -3.55 -1.18
H -2.47 -3.05 -0.93
H -2.16 -3.71 -2.54
H -3.50 -1.94 -2.93
H -1.84 -1.54 -3.53
H -3.24 -0.51 -1.12
H -3.64 0.48 -3.29
H -1.94 1.06 -3.08
H -3.54 2.73 -2.10
H -2.24 2.20 -1.12
H -4.68 1.45 1.26
H -4.81 2.97 0.39
H -3.23 2.33 0.95
C -4.90 -2.26 1.57
O -4.80 -1.04 2.26
C -3.47 -0.74 2.63
C -3.51 0.34 3.68
N -2.20 0.55 4.25
C -1.26 1.33 3.46
C -0.26 1.96 4.39
O 0.72 2.69 3.69
C 1.60 3.32 4.60
H -4.73 -3.10 2.26
H -4.18 -2.35 0.74
H -5.86 -2.31 1.06
H -2.92 -0.42 1.73
H -2.92 -1.62 2.99
H -4.18 -0.03 4.45
H -3.95 1.27 3.29
H -2.12 0.68 5.25
H -1.76 2.13 2.90
H -0.79 0.66 2.73
H 0.25 1.18 4.98
H -0.80 2.56 5.14
H 2.18 2.55 5.13
H 1.05 3.89 5.36
H 2.24 4.03 4.09
C -0.58 -2.14 1.75
O -0.25 -3.40 2.28
C 1.06 -3.53 2.74
C 1.45 -4.99 2.83
N 0.57 -5.72 3.75
C 0.74 -7.18 3.60
C 0.24 -7.91 4.86
O -0.15 -9.21 4.54
C -0.15 -10.10 5.64
H 0.17 -1.76 1.06
H -0.55 -1.40 2.56
H -1.56 -2.19 1.29
H 1.20 -3.07 3.73
H 1.75 -3.03 2.05
H 2.50 -5.19 3.07
H 1.35 -5.45 1.83
H -0.36 -5.59 3.36
H 1.78 -7.41 3.39
H 0.14 -7.52 2.74
H -0.58 -7.35 5.31
H 1.15 -7.91 5.48
H -0.99 -9.82 6.29
H 0.81 -10.07 6.15
H -0.40 -11.11 5.33
C -0.25 4.70 -2.34
O -0.84 5.31 -3.47
C -2.07 4.69 -3.80
C -2.68 5.39 -4.99
N -2.07 5.04 -6.28
C -2.70 5.81 -7.36
C -1.89 5.67 -8.63
O -0.52 5.85 -8.42
C 0.29 5.56 -9.52
H 0.62 5.29 -2.04
H 0.10 3.69 -2.56
H -0.96 4.58 -1.52
H -2.73 4.90 -2.95
H -1.96 3.63 -4.01
H -2.49 6.47 -4.87
H -3.76 5.21 -4.98
H -1.09 5.30 -6.20
H -2.65 6.87 -7.07
H -3.76 5.55 -7.44
H -2.23 6.53 -9.23
H -2.22 4.78 -9.17
H 0.24 6.39 -10.23
H 0.00 4.64 -10.04
H 1.31 5.38 -9.17
C -1.76 -2.93 4.98
O -0.65 -2.20 5.40
C -0.93 -0.93 5.93
C 0.44 -0.29 6.26
N 1.38 -0.40 5.15
C 1.13 0.61 4.12
C 2.27 0.66 3.13
O 2.17 -0.43 2.24
C 3.18 -0.45 1.26
H -2.46 -2.33 4.38
H -2.36 -3.30 5.82
H -1.45 -3.76 4.36
H -1.54 -0.96 6.84
H -1.45 -0.31 5.19
H 0.80 -0.79 7.16
H 0.34 0.78 6.48
H 1.23 -1.31 4.72
H 0.96 1.59 4.56
H 0.26 0.39 3.48
H 3.21 0.68 3.70
H 2.24 1.59 2.54
H 4.17 -0.48 1.72
H 3.15 0.45 0.65
H 3.03 -1.30 0.59
C 4.28 1.96 -1.59
C 5.22 3.01 -0.99
C 4.85 3.36 0.45
O 3.77 4.29 0.37
C 3.40 4.85 1.60
N 6.60 2.49 -1.02
H 4.21 1.09 -0.94
H 4.62 1.65 -2.58
H 3.30 2.41 -1.76
H 5.16 3.93 -1.59
H 5.63 3.94 0.96
H 4.52 2.48 1.01
H 3.06 4.09 2.31
H 2.63 5.60 1.45
H 4.23 5.41 2.05
H 6.80 2.27 -1.99
H 7.21 3.26 -0.75
C 2.74 -0.64 -5.14
C 1.49 -1.17 -4.47
C 1.22 -2.65 -4.74
O 1.05 -2.84 -6.12
C 0.96 -4.20 -6.48
N 1.64 -0.99 -2.99
H 3.64 -1.17 -4.84
H 2.92 0.40 -4.84
H 2.65 -0.65 -6.22
H 0.59 -0.61 -4.75
H 0.27 -2.86 -4.22
H 2.00 -3.25 -4.26
H 1.93 -4.70 -6.34
H 0.75 -4.26 -7.55
H 0.21 -4.72 -5.88
H 1.36 -0.02 -2.85
H 0.87 -1.49 -2.54
```

## Properties
Charge = 0
Molecular weight = 890.3 g/mol
E_LUMO = 0.0223 hartree

---

Entry 2
Computed, not measured: a cluster of 8 separate species, C40H103N7O13 in total, with the ωB97M-V functional and the def2-TZVPD basis.

```
163
C40H103N7O13 (the ωB97M-V functional and the def2-TZVPD basis)
C -3.29 1.92 -10.54
O -2.71 1.30 -9.35
C -3.53 1.49 -8.31
C -2.68 1.22 -6.96
C -3.44 1.58 -5.72
N -1.49 2.03 -7.08
H -2.66 1.78 -11.42
H -3.44 2.97 -10.31
H -4.23 1.43 -10.80
H -4.03 2.45 -8.20
H -4.40 0.84 -8.35
H -2.59 0.14 -6.96
H -2.78 1.44 -4.86
H -4.42 1.10 -5.66
H -3.63 2.65 -5.67
H -1.08 1.85 -7.99
H -1.95 2.91 -7.25
C -6.25 -1.57 1.81
O -5.31 -1.08 0.75
C -4.55 0.10 0.93
C -5.50 1.31 1.26
C -6.48 1.64 0.15
N -4.73 2.48 1.53
H -6.48 -2.58 1.48
H -7.09 -0.87 1.87
H -5.80 -1.83 2.77
H -3.84 -0.06 1.75
H -3.88 0.33 0.11
H -6.06 1.20 2.19
H -7.15 0.78 0.07
H -5.96 1.85 -0.78
H -7.08 2.55 0.26
H -4.03 2.45 0.81
H -5.23 3.33 1.32
C 4.94 1.42 0.16
O 5.76 0.19 0.02
C 5.30 -0.74 0.97
C 6.31 -1.90 1.12
N 7.39 -1.63 2.04
C 8.37 -2.77 1.90
C 9.48 -2.69 2.97
O 10.43 -1.71 2.59
C 11.79 -2.03 2.86
H 3.93 1.16 -0.16
H 5.39 2.16 -0.50
H 4.89 1.86 1.15
H 4.40 -1.21 0.55
H 4.99 -0.32 1.92
H 6.66 -2.13 0.11
H 5.75 -2.77 1.47
H 8.00 -0.87 1.77
H 8.90 -2.84 0.95
H 7.71 -3.62 2.08
H 9.92 -3.68 3.13
H 9.05 -2.30 3.88
H 12.16 -1.04 3.12
H 12.23 -2.42 1.94
H 11.84 -2.66 3.76
C 1.24 5.82 1.05
O 1.20 6.74 -0.07
C -0.06 6.54 -0.77
C -0.04 7.23 -2.11
N -1.27 7.06 -2.83
C -1.45 5.76 -3.52
C -2.40 5.85 -4.71
O -1.92 6.85 -5.60
C -0.74 6.69 -6.47
H 1.31 4.79 0.69
H 0.34 5.91 1.66
H 2.00 6.09 1.77
H -0.91 6.95 -0.22
H -0.20 5.48 -0.94
H 0.84 6.87 -2.63
H -0.03 8.28 -1.83
H -1.27 7.77 -3.55
H -1.66 4.90 -2.88
H -0.57 5.51 -4.12
H -3.42 5.97 -4.34
H -2.64 4.97 -5.30
H -1.00 7.09 -7.45
H -0.37 5.67 -6.44
H 0.02 7.38 -6.11
C 3.48 -1.91 8.54
O 2.68 -0.95 7.79
C 1.29 -0.93 8.06
C 0.50 -0.06 7.16
N 1.05 1.27 7.33
C 0.65 2.20 6.28
C -0.85 2.49 6.36
O -1.32 1.83 5.08
C -2.62 2.10 4.68
H 3.20 -1.88 9.59
H 4.51 -1.61 8.37
H 3.43 -2.95 8.24
H 1.27 -0.68 9.12
H 1.10 -1.99 7.92
H -0.51 -0.09 7.56
H 0.56 -0.33 6.10
H 2.05 1.19 7.40
H 0.92 1.91 5.26
H 1.05 3.18 6.54
H -0.98 3.57 6.27
H -1.24 2.07 7.29
H -2.96 1.39 3.92
H -2.66 3.08 4.20
H -3.36 2.13 5.48
C -1.27 0.42 -1.75
O -1.32 1.62 -0.98
C -0.38 1.86 0.08
C -0.96 1.33 1.42
N -0.06 1.41 2.56
C 1.19 0.69 2.53
C 0.90 -0.93 2.53
O 1.97 -1.78 2.52
C 2.66 -1.94 3.77
H -1.85 -0.26 -1.13
H -0.24 0.10 -1.92
H -1.79 0.50 -2.71
H -0.31 2.95 0.09
H 0.61 1.49 -0.18
H -1.51 0.39 1.32
H -1.80 2.00 1.62
H -0.55 1.29 3.43
H 1.82 0.72 3.41
H 1.88 1.15 1.82
H 0.23 -1.24 1.72
H 0.27 -1.10 3.40
H 3.33 -1.09 3.88
H 3.26 -2.84 3.60
H 2.04 -2.14 4.64
C -3.13 -8.33 -4.39
O -2.73 -7.96 -3.10
C -1.60 -8.59 -2.57
C -1.29 -7.85 -1.28
N -1.04 -6.48 -1.46
C -0.02 -6.23 -2.46
C 0.45 -4.77 -2.46
O -0.36 -4.10 -3.40
C -0.14 -2.70 -3.57
H -2.26 -8.23 -5.04
H -3.87 -7.58 -4.66
H -3.59 -9.31 -4.48
H -0.77 -8.44 -3.25
H -1.91 -9.62 -2.36
H -0.52 -8.30 -0.66
H -2.13 -7.70 -0.60
H -1.91 -6.11 -1.82
H -0.34 -6.56 -3.44
H 0.79 -6.92 -2.22
H 1.49 -4.65 -2.80
H 0.45 -4.41 -1.44
H 0.92 -2.55 -3.79
H -0.31 -2.29 -2.58
H -0.79 -2.17 -4.27
C -1.80 -3.11 0.48
C -2.08 -2.84 1.98
O -3.35 -3.16 2.43
H -0.85 -2.75 0.07
H -2.51 -2.62 -0.17
H -1.76 -4.16 0.16
H -1.84 -1.85 2.38
H -1.42 -3.54 2.49
H -4.02 -2.53 2.14
```

## Properties
Charge = 0
Molecular weight = 890.3 g/mol
E_LUMO = 0.0228 hartree

---

entry 2 is favored, and the nearest alternative lies 0.2217 hartree above it.